# C8H9NO3S

A structure of composition C8H9NO3S (wB97M-V/def2-TZVPD, the Open Molecules 2025 dataset).

The geometry in XYZ format:
```
22
Properties=species:S:1:pos:R:3:nbo_charge:R:1
C -1.25 -0.83 -2.70 -0.194
C -1.86 -1.06 -1.50 -0.217
C 0.02 -0.26 -2.73 -0.249
C -1.16 -0.63 -0.27 0.346
C 0.75 -0.06 -1.60 0.022
C 2.07 1.41 2.27 -0.321
C 1.78 0.68 1.19 -0.266
C 0.52 0.17 0.86 -0.285
N 0.08 0.01 -0.42 -0.334
O -1.05 2.10 1.84 -0.892
O -0.94 -0.02 3.07 -0.895
O -1.91 0.00 0.70 -0.664
S -0.85 0.70 1.81 2.322
H -1.61 -1.07 -3.61 0.217
H -2.81 -1.61 -1.58 0.245
H 0.48 -0.21 -3.63 0.217
H -0.82 -1.73 0.45 0.058
H 1.76 0.17 -1.48 0.218
H 2.95 1.83 2.60 0.203
H 1.34 1.59 2.94 0.182
H 2.68 0.41 0.66 0.218
H -0.18 -1.60 1.15 0.068
```

Calculated values
* max |F|: 3.43 eV Å⁻¹
* energy relative to the best compared isomer or geometry (same formula, charge and spin): 565.73 kJ/mol
* total charge: 0
* E_HOMO (spin up / spin down): -0.300 / -0.300 Ha

***

# C7H2Br3O4

A structure of composition C7H2Br3O4 (wB97M-V/def2-TZVPD, the Open Molecules 2025 dataset).

The geometry in XYZ format:
```
16
Properties=species:S:1:pos:R:3:nbo_charge:R:1
C -1.66 0.55 0.29 -0.056
C -1.40 1.01 -1.00 -0.270
C -0.37 0.60 -1.84 0.507
C 1.99 -0.60 1.61 0.834
C -0.61 -0.28 0.97 -0.304
C 0.96 -0.20 -0.96 0.098
C 0.71 -0.60 0.40 -0.031
O 1.56 -0.35 2.68 -0.720
O -0.26 0.73 -3.05 -0.514
O 3.03 -0.94 1.09 -0.714
O 0.73 -1.55 -0.64 -0.472
Br -2.77 1.97 -1.80 0.049
Br -1.66 -1.93 1.13 0.004
Br 2.54 0.41 -1.82 0.067
H -2.38 0.98 0.95 0.229
H -0.41 0.19 1.98 0.294
```

Calculated values
* max |F|: 5.69 eV Å⁻¹
* energy relative to the best compared isomer or geometry (same formula, charge and spin): 122.80 kJ/mol
* total charge: -1
* E_HOMO: -0.182 Ha

***

# C35H50O2

An isolated molecule of C35H50O2 (wB97M-V/def2-TZVPD, the Open Molecules 2025 dataset).

The geometry in XYZ format:
```
87
Properties=species:S:1:pos:R:3:lowdin_charge:R:1
C 13.05 -3.60 0.07 -0.141
C 13.23 -1.98 -0.06 -0.251
C 12.20 -1.48 -1.19 -0.225
C 11.62 0.00 -0.95 -0.217
C 10.82 0.18 0.43 -0.205
C 9.25 -0.22 0.25 -0.194
C 8.26 0.85 0.97 -0.207
C 7.02 1.29 0.01 -0.211
C 5.62 1.18 0.83 -0.225
C 4.44 2.01 0.09 -0.214
C 3.09 2.13 0.98 -0.202
C 1.82 1.37 0.31 -0.209
C 0.46 2.22 0.36 -0.220
C -0.85 1.37 0.75 -0.220
C -2.23 1.98 0.15 -0.217
C -3.42 1.97 1.24 -0.215
C -4.77 2.68 0.73 -0.208
C -6.04 1.67 0.63 -0.204
C -6.92 1.65 1.99 -0.181
C -8.52 1.62 1.66 -0.155
C -8.89 0.08 1.38 -0.102
C -9.31 -0.77 2.64 -0.001
C -9.64 -2.26 2.42 -0.015
C -9.57 -2.97 1.02 -0.141
C -9.91 -4.53 0.99 -0.081
C -9.19 -2.14 -0.22 0.003
C -8.86 -0.61 0.00 0.009
C -8.48 0.21 -1.31 -0.261
O -8.75 1.44 -1.50 0.008
C -7.72 -0.54 -2.50 -0.048
C -6.76 0.28 -3.38 0.001
C -6.07 -0.45 -4.56 -0.050
C -6.36 -1.97 -4.78 -0.047
C -7.32 -2.80 -3.84 0.004
C -8.04 -2.07 -2.69 -0.034
C -9.08 -2.75 -1.68 -0.249
O -9.76 -3.71 -2.14 0.039
H 13.58 -4.05 -0.84 0.075
H 11.94 -3.86 0.01 0.063
H 13.45 -4.01 1.07 0.069
H 14.33 -1.80 -0.33 0.104
H 13.04 -1.55 0.98 0.088
H 12.78 -1.44 -2.19 0.112
H 11.38 -2.27 -1.34 0.107
H 12.46 0.78 -1.04 0.109
H 10.88 0.19 -1.82 0.106
H 10.85 1.29 0.70 0.095
H 11.27 -0.40 1.30 0.097
H 9.13 -1.22 0.81 0.110
H 9.00 -0.32 -0.86 0.095
H 8.86 1.77 1.33 0.103
H 7.76 0.40 1.92 0.101
H 7.23 2.37 -0.33 0.110
H 7.02 0.59 -0.90 0.099
H 5.36 0.07 0.92 0.119
H 5.84 1.57 1.89 0.108
H 4.84 3.07 -0.09 0.106
H 4.25 1.51 -0.92 0.105
H 2.85 3.25 1.12 0.104
H 3.32 1.69 2.01 0.104
H 1.71 0.32 0.79 0.113
H 2.10 1.18 -0.79 0.096
H 0.38 2.77 -0.64 0.113
H 0.60 3.02 1.18 0.109
H -0.97 1.41 1.90 0.110
H -0.74 0.26 0.47 0.108
H -2.00 3.06 -0.21 0.111
H -2.49 1.36 -0.79 0.112
H -3.63 0.91 1.61 0.111
H -3.03 2.60 2.13 0.112
H -4.58 3.05 -0.35 0.103
H -5.09 3.59 1.34 0.106
H -5.68 0.61 0.36 0.118
H -6.69 2.08 -0.23 0.092
H -6.62 2.50 2.67 0.106
H -6.71 0.62 2.48 0.111
H -8.81 2.33 0.81 0.108
H -9.03 1.92 2.65 0.110
H -9.36 -0.24 3.66 0.107
H -9.96 -2.86 3.35 0.101
H -10.10 -4.96 -0.04 0.072
H -10.85 -4.67 1.64 0.089
H -9.07 -5.08 1.56 0.092
H -6.63 1.39 -3.11 0.109
H -5.38 0.17 -5.23 0.088
H -5.82 -2.46 -5.67 0.090
H -7.47 -3.91 -4.03 0.102
```

Calculated values
* SMILES: CCCCCCCCCCCCCCCCCCCCc1ccc(C)c2c1C(=O)c1ccccc1C2=O
* max |F|: 4.66 eV Å⁻¹
* total charge: 0
* E_HOMO: -0.324 Ha

***

# C15H29BClCsF5KLiNaO5

A structure of composition C15H29BClCsF5KLiNaO5 (wB97M-V/def2-TZVPD, the Open Molecules 2025 dataset).

The geometry in XYZ format:
```
60
Properties=species:S:1:pos:R:3:nbo_charge:R:1
C 6.51 2.92 -1.02 -0.483
C 5.56 2.22 -1.33 0.134
C 4.40 1.20 -1.51 -0.846
B 4.52 -0.03 -0.39 0.532
C 4.45 0.53 1.13 -0.969
H 7.42 3.35 -0.53 0.226
H 3.43 1.72 -1.27 0.123
H 4.44 0.82 -2.55 0.387
H 4.63 -1.17 -0.66 0.000
H 4.84 -0.23 1.81 0.279
H 5.01 1.47 1.20 0.160
H 3.42 0.82 1.41 0.094
Li 1.83 0.47 0.79 0.884
C -1.49 -2.03 -2.65 -0.691
C -0.11 -1.47 -2.20 0.139
C 0.92 -1.77 -3.31 -0.629
O 0.24 -2.11 -1.09 -0.824
H -1.44 -3.12 -2.81 0.147
H -2.26 -1.82 -1.90 0.164
H -1.82 -1.57 -3.61 0.176
H -0.22 -0.35 -2.17 0.050
H 1.02 -2.84 -3.49 0.198
H 1.90 -1.38 -3.04 0.224
H 0.63 -1.29 -4.26 0.156
Cs 1.70 3.47 0.98 0.987
Cl 2.90 -1.99 0.86 -0.673
F 0.91 -1.54 2.78 -0.927
C -3.59 4.28 -2.66 -0.253
O -3.70 3.85 -4.01 -0.548
C -2.58 3.08 -4.43 -0.088
C -2.91 1.60 -4.46 -0.094
O -3.12 1.09 -3.15 -0.551
C -4.48 0.91 -2.83 -0.253
H -4.56 4.69 -2.37 0.194
H -3.35 3.44 -1.99 0.173
H -2.83 5.06 -2.57 0.159
H -1.71 3.26 -3.79 0.170
H -2.34 3.40 -5.44 0.190
H -2.06 1.06 -4.88 0.196
H -3.78 1.41 -5.09 0.176
H -4.89 0.05 -3.39 0.150
H -5.08 1.80 -3.05 0.184
H -4.56 0.69 -1.77 0.192
K 7.47 0.88 0.27 0.983
Na -3.46 -3.37 -2.73 0.899
C -0.90 -3.34 4.72 -0.631
C -0.07 -2.57 5.71 -0.095
O -0.89 -1.65 6.49 -0.474
C -1.62 -2.18 7.45 0.689
O -1.67 -3.33 7.75 -0.553
C -2.39 -1.07 8.18 0.896
F -3.03 -0.25 7.33 -0.316
F -1.57 -0.31 8.92 -0.318
F -3.31 -1.57 9.01 -0.308
H -1.46 -2.66 4.08 0.228
H -0.26 -3.97 4.10 0.246
H -1.63 -3.98 5.23 0.191
H 0.65 -1.96 5.17 0.260
H 0.49 -3.23 6.38 0.178
F 5.85 0.61 -3.32 -0.891
```

Calculated values
* max |F|: 3.65 eV Å⁻¹
* total charge: 0
* E_HOMO: -0.200 Ha

***

# C22H15F3N3O7Ti

A structure of composition C22H15F3N3O7Ti (wB97M-V/def2-TZVPD, the Open Molecules 2025 dataset).

The geometry in XYZ format:
```
51
Properties=species:S:1:pos:R:3:nbo_charge:R:1
Ti -0.76 0.04 -0.53 1.614
O 2.01 4.71 -1.05 -0.711
C 2.92 3.76 -1.30 0.428
C 4.25 4.15 -1.47 -0.312
C 5.23 3.22 -1.76 -0.189
C 4.90 1.87 -1.89 -0.275
C 3.58 1.48 -1.73 -0.144
C 2.58 2.40 -1.43 -0.223
C 1.20 1.92 -1.24 0.560
O 0.94 0.66 -1.41 -0.736
N 0.27 2.78 -0.90 -0.444
N -0.91 2.09 -0.75 -0.388
C -2.06 2.72 -0.81 -0.007
C -3.16 1.85 -0.99 0.109
C -4.51 2.28 -1.09 -0.228
C -5.48 1.37 -1.40 -0.188
C -5.12 0.02 -1.61 -0.331
C -3.81 -0.34 -1.46 0.092
N -2.83 0.52 -1.13 -0.575
H 1.13 4.26 -0.99 0.508
H 4.49 5.20 -1.36 0.212
H 6.25 3.54 -1.88 0.200
H 5.67 1.14 -2.12 0.204
H 3.29 0.44 -1.81 0.234
H -2.14 3.80 -0.82 0.192
H -4.74 3.32 -0.94 0.210
H -6.51 1.68 -1.49 0.205
H -5.86 -0.73 -1.88 0.213
H -3.49 -1.36 -1.61 0.204
F -3.35 -3.42 -0.03 -0.327
C -2.16 -2.92 0.35 0.871
F -2.38 -1.66 0.79 -0.316
F -1.74 -3.64 1.39 -0.309
C -1.15 -2.95 -0.84 0.705
O -0.65 -4.03 -1.10 -0.642
O -0.98 -1.83 -1.43 -0.751
O 1.18 -2.09 0.37 -0.683
C 1.18 -2.55 1.65 0.416
C 1.67 -3.82 1.93 -0.314
C 1.69 -4.30 3.23 -0.179
C 1.23 -3.50 4.27 -0.268
C 0.74 -2.24 3.98 -0.135
C 0.70 -1.74 2.68 -0.256
C 0.07 -0.37 2.51 0.816
O -0.22 0.29 3.48 -0.627
O -0.15 0.01 1.28 -0.786
H 1.29 -2.83 -0.24 0.496
H 2.02 -4.44 1.11 0.211
H 2.07 -5.29 3.43 0.204
H 1.25 -3.86 5.29 0.205
H 0.37 -1.59 4.76 0.237
```

Calculated values
* max |F|: 0.40 eV Å⁻¹
* multiplicity: 3
* energy relative to the best compared isomer or geometry (same formula, charge and spin): 76.90 kJ/mol
* total charge: -1
* E_HOMO (spin up / spin down): -0.126 / -0.200 Ha

***

# C8H13ClN2

An isolated molecule of C8H13ClN2 (wB97M-V/def2-TZVPD, the Open Molecules 2025 dataset).

The geometry in XYZ format:
```
24
Properties=species:S:1:pos:R:3:nbo_charge:R:1
C -4.11 0.48 0.11 -0.625
C -2.59 0.73 0.16 0.101
N -2.03 1.96 0.01 -0.462
C -0.76 1.77 -0.05 0.205
N -0.42 0.44 -0.04 -0.377
C 0.91 -0.25 -0.02 0.137
C 2.04 0.77 0.24 -0.604
C 1.12 -0.96 -1.34 -0.618
C 0.95 -1.26 1.18 -0.629
C -1.68 -0.25 0.06 0.025
Cl -1.69 -1.94 -0.12 0.042
H -4.50 0.73 1.14 0.221
H -4.57 1.14 -0.54 0.222
H -4.09 -0.52 -0.23 0.218
H 0.04 2.46 0.07 0.189
H 1.72 1.64 0.64 0.210
H 2.85 0.35 0.76 0.221
H 2.41 1.08 -0.71 0.210
H 0.26 -1.51 -1.75 0.232
H 1.41 -0.16 -2.14 0.208
H 1.96 -1.71 -1.23 0.218
H 0.43 -2.23 1.03 0.223
H 1.90 -1.48 1.61 0.214
H 0.43 -0.87 1.97 0.217
```

Calculated values
* SMILES: Cc1ncn(C(C)(C)C)c1Cl
* max |F|: 4.07 eV Å⁻¹
* energy relative to the best compared isomer or geometry (same formula, charge and spin): 0.00 kJ/mol
* total charge: 0
* E_HOMO: -0.314 Ha